{"formula": "C28H42F3I3O6S", "method": "wB97M-V/def2-TZVPD", "relative_energy_kcal_mol": 261.4, "e_tot_ha": -3133.91120, "symbols": ["C", "C", "C", "C", "C", "C", "C", "O", "O", "C", "C", "C", "C", "I", "C", "C", "I", "C", "I", "C", "C", "C", "C", "C", "C", "C", "O", "S", "O", "O", "C", "C", "C", "C", "F", "F", "F", "O", "C", "C", "C", "H", "H", "H", "H", "H", "H", "H", "H", "H", "H", "H", "H", "H", "H", "H", "H", "H", "H", "H", "H", "H", "H", "H", "H", "H", "H", "H", "H", "H", "H", "H", "H", "H", "H", "H", "H", "H", "H", "H", "H", "H", "H"], "xyz": [[-0.50696, -0.15995, 3.40994], [0.13806, -0.23235, 2.25100], [0.93999, -0.44909, 0.84342], [2.53575, -0.62813, 1.02860], [3.14573, -0.07296, 2.42425], [3.48122, -1.27189, 3.50284], [2.29883, -1.55048, 4.55297], [1.76029, -2.73147, 4.51763], [1.82201, -0.63586, 5.54892], [1.25344, -1.32452, 6.70158], [-0.36209, -1.59245, 6.56283], [0.56609, 0.86563, -0.09675], [1.20814, 2.19248, 0.52194], [3.31982, 2.83735, 0.31326], [0.44498, 3.13245, 1.34473], [1.11836, 4.49759, 1.95849], [-1.65311, 2.87918, 1.87934], [0.77081, 0.60784, -1.67885], [-1.23300, 0.30512, -2.62866], [1.33233, 1.85882, -2.54873], [0.37115, 3.18178, -2.51408], [-0.21733, 3.51573, -4.01422], [-1.66976, 4.24925, -3.96518], [-2.71455, 3.43637, -4.92384], [-2.24541, 3.46042, -6.49350], [-2.57810, 2.01156, -7.18498], [1.60408, -0.52470, -2.04119], [1.06922, -1.99856, -1.42517], [0.25226, -2.79795, -2.45500], [2.35923, -2.83121, -1.28643], [0.25056, -1.83419, 0.23435], [0.49934, -3.04352, 1.27496], [0.54723, -4.53296, 0.65255], [1.84690, -5.32248, 1.26246], [1.63444, -6.72732, 0.89374], [1.86982, -5.30269, 2.70177], [3.08628, -4.94425, 0.64828], [-1.15604, -1.54267, 0.24916], [-2.03947, -2.56654, -0.22214], [-3.56274, -2.01372, 0.10576], [-4.22439, -1.20615, -1.12638], [-1.09269, 0.05996, 4.37367], [2.89417, -1.74114, 0.97757], [3.02512, -0.14522, 0.08246], [2.57936, 0.81015, 2.89071], [4.20210, 0.35076, 2.14825], [3.87312, -2.19819, 2.94871], [4.37846, -0.85208, 4.12564], [1.83015, -2.26985, 7.02862], [1.34866, -0.57875, 7.59750], [-0.52564, -2.06026, 5.50711], [-0.69992, -2.42301, 7.30955], [-0.95675, -0.60873, 6.69931], [-0.59709, 0.93699, 0.00969], [2.03255, 4.25196, 2.63705], [0.36320, 5.12461, 2.56432], [1.52520, 5.13737, 1.08020], [1.24136, 1.48946, -3.65849], [2.44940, 2.08210, -2.41725], [1.02998, 4.08151, -2.22060], [-0.46772, 3.11201, -1.71953], [-0.37936, 2.53638, -4.63147], [0.52449, 4.24113, -4.52726], [-1.51817, 5.30108, -4.43001], [-2.09292, 4.35031, -2.88910], [-2.66066, 2.31660, -4.59169], [-3.80348, 3.83481, -4.81802], [-2.79220, 4.32958, -7.04482], [-1.10806, 3.65231, -6.61507], [-3.73016, 1.83223, -7.13251], [-2.06763, 1.16996, -6.57610], [-2.29078, 1.97834, -8.30267], [-0.42204, -3.02744, 1.99544], [1.41257, -2.93303, 1.96346], [-0.36527, -5.13425, 1.06896], [0.47318, -4.60673, -0.48962], [-2.00030, -3.58958, 0.30082], [-2.05785, -2.76496, -1.35688], [-4.21242, -2.92566, 0.37062], [-3.48416, -1.38289, 1.08640], [-3.93474, -1.59789, -2.16775], [-3.93108, -0.08527, -1.02363], [-5.38591, -1.28417, -1.01317]], "forces_ev_per_a": [[3.5, 0.1, -6.5], [-2.7, 0.0, 5.7], [-1.0, -0.1, 1.2], [0.6, -0.3, 0.0], [1.5, 0.0, -0.5], [0.2, 2.5, 0.9], [-2.5, -5.1, 0.0], [2.5, 5.3, 0.2], [1.8, -2.0, -1.6], [-1.6, 0.3, 2.2], [0.9, -0.9, -0.8], [-0.8, -0.6, 0.8], [-2.8, 2.3, 2.2], [-1.4, -0.7, -0.2], [3.0, -1.1, -1.5], [-0.1, -0.4, -0.3], [1.4, 0.2, -0.6], [0.5, 1.8, -0.8], [0.4, -0.1, 0.4], [-0.7, -0.4, -1.5], [0.6, 0.3, -0.4], [-0.6, 0.0, 0.8], [-0.1, 0.1, -1.0], [0.8, -0.2, -0.1], [-0.3, -0.4, -0.1], [-0.7, 0.7, 0.3], [-1.7, -0.4, 2.0], [3.3, -7.4, -4.8], [1.0, 3.7, 3.4], [-3.5, 3.7, 0.9], [-0.5, 2.0, 2.9], [-0.3, -1.2, 0.2], [0.1, -0.6, 1.3], [-0.9, -1.7, -1.3], [0.9, 3.2, 1.1], [0.5, 0.2, -4.0], [-3.1, -0.9, 2.4], [1.5, -1.0, -1.5], [-3.6, -0.6, -0.4], [0.8, -0.4, 0.1], [-0.6, 0.5, 1.1], [1.4, -0.6, -2.2], [-1.1, 2.0, -0.1], [-0.8, -0.7, 2.0], [0.6, -1.5, -0.7], [-1.9, -0.7, 0.5], [-1.2, 1.1, 1.2], [-1.6, -0.8, -1.0], [-0.9, 1.5, -1.1], [0.1, -1.2, -1.8], [0.1, 1.0, 1.9], [0.6, 1.8, -1.1], [1.0, -1.7, -0.2], [2.2, 0.3, 0.1], [-1.7, 0.3, -1.2], [1.1, -1.2, -1.1], [-0.8, -1.1, 1.4], [0.3, 0.4, 2.1], [-1.8, -0.4, 0.4], [-1.0, -1.4, -0.3], [1.3, -0.1, -1.4], [0.7, 1.8, 1.1], [-1.1, -1.5, 0.7], [-0.5, -1.6, 1.0], [0.8, -0.2, -1.8], [-0.4, 2.0, -0.5], [2.0, -0.8, -0.2], [0.9, -1.6, 0.9], [-1.9, -0.3, 0.4], [2.0, 0.3, 0.0], [-0.7, 1.4, -1.2], [-0.3, 0.0, 1.9], [1.8, 0.4, -1.5], [-1.3, 0.3, -1.3], [1.8, 1.0, -0.7], [0.7, 0.1, 1.8], [0.7, 1.6, -0.4], [0.8, 0.5, 1.7], [1.0, 1.3, -0.5], [-0.2, -0.9, -1.9], [-0.3, 0.5, 1.7], [-0.5, -2.0, -0.4], [2.1, 0.2, -0.3]]}